Record 1
ORCA calculation (wB97M-V/def2-TZVPD) on C26H30MnN3O3S2Si as an isolated structure.

- energy above the lowest of the compared OMol25 structures with the same formula, charge and spin (kJ/mol) = 335.6
- frontier orbital gap (spin up / spin down) (eV) = 4.93 / 7.07
- max |F| (hartree/bohr) = 0.0715
- expectation value of S² = 6.04
- energy (eV) = -98925.129

```
! RIJCOSX wB97M-V def2-TZVPD def2/J DEFGRID3
* xyz 0 5
Mn 0.487 -0.031 0.536
O 2.441 0.124 0.944
N 2.791 -0.471 2.108
C 4.108 -0.717 2.266
C 4.558 -1.241 3.442
C 3.697 -1.483 4.515
C 2.341 -1.216 4.330
C 1.896 -0.762 3.075
S 0.169 -0.639 2.954
H 4.763 -0.357 1.488
H 5.622 -1.412 3.538
H 3.942 -1.790 5.543
H 1.592 -1.115 5.128
C -1.237 3.526 -3.918
Si -1.244 1.643 -4.235
C 0.391 0.928 -4.860
C -2.608 1.049 -5.435
C -1.755 0.979 -2.480
C -3.042 0.436 -2.309
C -3.457 -0.026 -1.055
C -2.576 -0.062 -0.017
N -1.303 0.420 -0.128
C -0.908 0.997 -1.341
S 0.796 1.473 -1.390
H -1.468 4.083 -4.828
H -0.341 3.935 -3.424
H -2.095 3.783 -3.207
H 0.922 0.487 -3.953
H 1.035 1.715 -5.362
H 0.244 0.198 -5.659
H -2.277 0.321 -6.133
H -2.854 1.931 -6.064
H -3.554 0.722 -4.994
H -3.812 0.423 -3.086
H -4.463 -0.568 -0.944
H -2.933 -0.241 1.031
O 0.162 -2.119 0.130
C 0.733 -2.953 -0.605
O 1.916 -2.694 -1.125
C 0.225 -4.399 -1.024
N 0.838 -4.764 -2.287
C -0.118 -4.755 -3.342
C -1.505 -4.292 -2.694
C -1.333 -4.338 -1.182
H 0.616 -5.060 -0.170
H 1.389 -5.621 -2.263
H 2.079 -3.422 -1.816
H -0.155 -5.655 -3.930
H 0.163 -3.924 -4.067
H -2.320 -4.826 -3.120
H -1.548 -3.194 -3.008
H -1.768 -5.262 -0.748
H -1.777 -3.526 -0.559
C -0.372 1.086 2.916
C -0.294 2.172 3.532
C -0.108 3.315 4.360
C 1.213 3.538 4.881
C 1.567 4.603 5.724
C 0.566 5.484 6.175
C -0.737 5.281 5.632
C -1.064 4.262 4.758
H 2.013 2.827 4.598
H 2.616 4.761 5.928
H 0.781 6.354 6.787
H -1.501 5.966 5.962
H -2.148 4.112 4.482
*
```

Mulliken population analysis, charges in e, atoms 1 to 4: -0.238 -0.650 0.575 -0.454

Record 2
ORCA calculation (wB97M-V/def2-TZVPD) on a 3-piece molecular cluster, C38H80BIN5O9S2 overall.

- frontier orbital gap (eV) = 6.10
- max |F| (hartree/bohr) = 0.1242
- energy (eV) = -97006.014

```
! RIJCOSX wB97M-V def2-TZVPD def2/J DEFGRID3
* xyz 1 1
C 1.768 0.688 2.346
C 0.248 0.256 1.863
C -0.469 -0.838 2.859
C -0.114 -2.409 2.516
N 1.369 -2.732 2.561
C 1.846 -3.424 1.295
C 1.794 -2.322 0.055
C 2.467 -2.877 -1.345
C 4.095 -2.622 -1.441
C 4.524 -1.051 -1.646
C 3.802 0.152 -2.499
O 2.584 -0.144 -3.269
C 1.473 0.407 -2.474
C 0.307 1.165 -3.348
O -0.876 1.341 -2.442
C -0.645 2.458 -1.508
C -1.935 2.793 -0.525
N 4.599 1.431 -2.306
C 4.023 2.645 -2.998
C 5.124 3.727 -3.548
C 4.927 5.095 -2.606
I 3.386 6.464 -3.385
C 5.804 1.227 -1.417
C 6.891 2.374 -0.980
O 6.344 3.483 -0.182
C 5.928 3.023 1.172
C 4.313 3.409 1.286
N 5.713 -0.262 -1.061
B 6.704 -0.996 -0.125
O 8.171 -0.919 -0.412
O 6.299 -1.794 1.049
C 5.339 -1.083 1.908
C 1.602 -3.584 3.798
S 2.151 -5.228 3.739
S 1.285 -2.926 5.559
C 2.001 -1.208 5.770
C 3.640 -1.340 5.904
C 4.466 -0.083 5.242
H 1.722 1.638 3.052
H 2.398 1.028 1.401
H 2.352 -0.203 2.840
H -0.397 1.256 1.913
H 0.267 -0.055 0.729
H -0.273 -0.558 3.992
H -1.648 -0.728 2.714
H -0.636 -2.740 1.522
H -0.616 -3.055 3.381
H 1.146 -4.334 1.049
H 2.958 -3.813 1.347
H 2.207 -1.289 0.417
H 0.641 -2.167 -0.179
H 1.852 -2.429 -2.234
H 2.300 -4.057 -1.334
H 4.550 -3.286 -2.313
H 4.548 -3.075 -0.434
H 0.977 -0.453 -1.853
H 1.942 1.178 -1.722
H -0.090 0.483 -4.239
H 0.633 2.186 -3.824
H -0.368 3.458 -2.076
H 0.268 2.257 -0.767
H -2.461 3.812 -0.788
H -2.724 1.919 -0.470
H -1.518 2.916 0.586
H 3.183 3.097 -2.307
H 3.451 2.235 -3.962
H 6.228 3.342 -3.569
H 4.871 4.092 -4.656
H 4.490 4.682 -1.574
H 5.937 5.638 -2.370
H 7.522 2.808 -1.895
H 7.703 1.840 -0.288
H 6.576 3.633 1.945
H 6.077 1.849 1.289
H 3.995 3.212 2.395
H 4.164 4.533 0.941
H 3.771 2.738 0.493
H 8.260 -0.993 -1.416
H 5.857 -0.285 2.612
H 4.475 -0.609 1.244
H 4.847 -1.882 2.631
H 1.600 -0.797 6.815
H 1.713 -0.452 4.921
H 3.927 -1.349 7.062
H 4.000 -2.356 5.403
H 4.100 0.175 4.137
H 5.589 -0.403 5.168
H 4.343 0.906 5.860
C -3.344 -2.113 4.432
O -3.686 -2.153 3.052
C -3.472 -3.438 2.454
C -4.812 -4.110 2.117
N -5.517 -4.536 3.331
C -6.905 -4.945 3.097
C -7.881 -3.873 2.568
O -8.158 -2.830 3.504
C -7.205 -1.777 3.510
H -3.367 -1.069 4.757
H -4.067 -2.672 5.029
H -2.335 -2.505 4.601
H -2.841 -4.085 3.075
H -2.933 -3.257 1.518
H -4.628 -4.984 1.483
H -5.408 -3.391 1.547
H -5.522 -3.767 3.999
H -7.290 -5.305 4.058
H -6.912 -5.804 2.416
H -8.840 -4.373 2.391
H -7.577 -3.462 1.600
H -6.765 -1.602 2.525
H -6.428 -1.981 4.250
H -7.714 -0.863 3.825
C -3.443 0.077 -3.844
O -4.597 -0.062 -4.662
C -5.822 0.171 -3.956
C -6.475 1.483 -4.419
N -5.716 2.650 -3.956
C -6.134 3.911 -4.575
C -5.953 4.047 -6.101
O -4.588 4.086 -6.520
C -3.988 2.810 -6.690
H -2.580 -0.289 -4.410
H -3.266 1.124 -3.593
H -3.532 -0.519 -2.929
H -5.684 0.151 -2.868
H -6.492 -0.656 -4.216
H -7.495 1.538 -4.024
H -6.530 1.457 -5.511
H -4.729 2.507 -4.162
H -5.547 4.703 -4.095
H -7.184 4.101 -4.319
H -6.377 5.016 -6.389
H -6.515 3.296 -6.664
H -4.699 2.052 -7.025
H -3.500 2.501 -5.763
H -3.205 2.903 -7.447
*
```

Mulliken population analysis, charges in e, atoms 1 to 4: 0.463 0.593 -0.273 -0.365

Record 3
ORCA calculation (wB97M-V/def2-TZVPD) on a 7-piece molecular cluster, C11H36N4O7 overall.

- energy above the lowest of the compared OMol25 structures with the same formula, charge and spin (kJ/mol) = 555.3
- frontier orbital gap (eV) = 9.46
- max |F| (hartree/bohr) = 0.1560
- energy (eV) = -32280.308

```
! RIJCOSX wB97M-V def2-TZVPD def2/J DEFGRID3
* xyz 0 1
N 7.586 -0.937 -29.844
C 8.896 -0.967 -30.064
N 9.502 -0.791 -28.925
O 9.646 -1.025 -31.303
H 6.943 -1.111 -30.687
H 7.095 -0.790 -28.900
H 10.509 -0.823 -28.828
H 8.822 -0.885 -28.091
N 7.149 1.673 -30.970
C 6.032 2.031 -31.493
N 5.062 1.578 -30.742
O 5.898 2.816 -32.570
H 8.005 1.801 -31.469
H 7.232 1.053 -30.204
H 4.123 1.791 -31.115
H 5.055 1.496 -29.745
C 6.677 -2.139 -33.025
C 5.880 -0.842 -32.804
O 5.559 -0.981 -31.411
H 6.084 -3.062 -32.946
H 7.463 -2.284 -32.266
H 7.302 -2.109 -34.030
H 5.018 -0.798 -33.505
H 6.517 0.088 -33.055
H 5.414 -0.049 -31.125
C 1.895 0.462 -27.712
C 2.376 -0.459 -28.809
O 1.596 -0.406 -29.992
H 1.896 1.491 -27.977
H 2.539 0.453 -26.811
H 0.895 0.119 -27.355
H 2.345 -1.490 -28.442
H 3.344 -0.206 -29.080
H 1.882 -1.169 -30.551
C 5.878 -4.824 -30.746
C 5.595 -5.695 -31.902
O 6.113 -7.010 -31.798
H 6.922 -4.758 -30.574
H 5.415 -5.199 -29.826
H 5.557 -3.765 -30.860
H 5.836 -5.338 -32.950
H 4.564 -5.854 -32.004
H 5.483 -7.687 -32.018
C 1.673 -3.513 -33.206
C 2.859 -2.772 -32.532
O 2.633 -2.730 -31.146
H 0.749 -2.931 -33.051
H 1.676 -4.588 -33.041
H 1.735 -3.347 -34.306
H 2.886 -1.723 -32.853
H 3.861 -3.158 -32.685
H 3.478 -2.797 -30.729
C 9.859 -5.059 -31.290
O 9.291 -3.801 -31.189
H 9.199 -5.818 -30.894
H 10.754 -4.997 -30.713
H 10.149 -5.324 -32.291
H 9.960 -3.096 -31.145
*
```

Mulliken population analysis, charges in e, atoms 1 to 4: -0.382 0.647 -0.367 -0.751

Record 4
ORCA calculation (wB97M-V/def2-TZVPD) on C6H10N2 as an isolated structure.

- energy above the lowest of the compared OMol25 structures with the same formula, charge and spin (kJ/mol) = 693.7
- frontier orbital gap (eV) = 9.14
- max |F| (hartree/bohr) = 0.0980
- energy (eV) = -9357.247

```
! RIJCOSX wB97M-V def2-TZVPD def2/J DEFGRID3
* xyz 0 1
C 0.864 1.096 -1.843
C 1.035 -0.053 -0.872
C 0.005 -0.945 0.857
C -1.147 -1.194 1.788
C -1.064 0.027 0.767
C -0.143 0.942 -0.767
H 0.628 0.890 -2.910
H 1.657 1.717 -1.706
H 1.951 0.300 -0.342
H 1.183 -2.090 -0.346
H 0.660 -0.316 1.440
H -1.004 -0.935 2.878
H -1.919 -1.821 1.270
H -1.869 -0.088 0.005
H 0.059 1.919 1.081
H -0.922 0.529 -1.354
N 0.603 -1.363 -0.418
N -0.578 1.383 0.472
*
```

Mulliken population analysis, charges in e, atoms 1 to 4: -0.720 -0.090 -0.020 -0.545

Record 5
ORCA calculation (wB97M-V/def2-TZVPD) on one molecule with the formula C2H5NS2.

- energy above the lowest of the compared OMol25 structures with the same formula, charge and spin (kJ/mol) = 267.6
- frontier orbital gap (eV) = 9.20
- max |F| (hartree/bohr) = 0.0760
- energy (eV) = -25313.053

```
! RIJCOSX wB97M-V def2-TZVPD def2/J DEFGRID3
* xyz 0 1
C 1.478 0.017 0.489
N 0.081 0.534 0.690
S -0.457 1.591 -0.546
C -0.802 -0.187 -0.372
S -2.338 -0.881 0.222
H 1.849 -0.387 1.334
H 1.704 -0.614 -0.316
H 2.055 0.881 0.413
H -0.391 -0.752 -1.165
H -3.179 -0.203 -0.748
*
```

Mulliken population analysis, charges in e, atoms 1 to 4: -0.855 -0.185 -0.088 -0.202

Record 6
ORCA calculation (wB97M-V/def2-TZVPD) on C4H8CuO as an isolated structure.

- energy above the lowest of the compared OMol25 structures with the same formula, charge and spin (kJ/mol) = 247.9
- frontier orbital gap (eV) = 6.69
- max |F| (hartree/bohr) = 0.1265
- energy (eV) = -50952.747

```
! RIJCOSX wB97M-V def2-TZVPD def2/J DEFGRID3
* xyz 1 1
C -1.629 0.399 0.175
C -1.728 1.670 0.568
H -2.368 -0.345 0.482
H -0.739 0.263 -0.821
H -2.565 1.989 1.191
H -0.957 2.397 0.307
O 0.098 -1.108 0.551
Cu -0.325 -3.053 1.672
C 0.713 -0.871 -0.566
C 1.961 -0.055 -0.554
H 0.728 -1.734 -1.254
H 2.143 0.387 0.431
H 2.802 -0.686 -0.882
H 1.865 0.748 -1.299
*
```

Mulliken population analysis, charges in e, atoms 1 to 4: -0.185 -0.550 0.288 0.052

Record 7
ORCA calculation (wB97M-V/def2-TZVPD) on C8H46B2O39 as an isolated structure.

- energy above the lowest of the compared OMol25 structures with the same formula, charge and spin (kJ/mol) = 83.2
- frontier orbital gap (eV) = 9.61
- max |F| (hartree/bohr) = 0.2083
- energy (eV) = -90261.688

```
! RIJCOSX wB97M-V def2-TZVPD def2/J DEFGRID3
* xyz -2 1
O -0.757 -1.095 -3.281
C -0.827 -0.692 -2.142
O -0.137 -1.200 -1.251
B -0.180 -0.231 -0.117
O -1.076 0.868 -0.630
C -1.379 0.590 -1.807
O -1.916 1.386 -2.544
O 1.170 0.253 0.304
C 1.358 -0.047 1.480
O 2.460 -0.093 2.019
C 0.214 -0.664 2.052
O -0.662 -0.811 1.151
O 0.076 -0.875 3.240
O -0.827 3.672 5.233
C -0.747 3.539 3.987
O -1.695 3.877 3.239
B -1.681 3.036 2.049
O -0.580 2.093 2.360
C -0.143 2.381 3.441
O 1.003 2.000 3.760
O -2.992 2.411 1.967
C -3.374 2.605 0.810
O -4.463 2.389 0.391
C -2.544 3.546 0.110
O -1.540 3.818 0.766
O -2.715 3.938 -1.052
O 3.989 1.516 -0.248
H 4.379 2.161 -0.823
H 3.098 1.753 -0.066
O 1.185 3.321 -0.227
H 0.307 3.549 -0.365
H 1.335 2.840 -1.049
O -1.899 0.252 -5.957
H -2.270 -0.231 -5.220
H -2.053 1.181 -5.751
O -0.599 -3.870 -2.192
H 0.158 -3.690 -1.594
H -1.421 -3.534 -1.857
O -3.958 -0.925 -3.608
H -4.325 -0.481 -4.367
H -3.921 -0.205 -2.991
O -3.174 -0.514 2.120
H -2.398 -0.248 1.663
H -3.212 0.046 2.885
O -2.940 -2.614 -1.270
H -2.718 -2.957 -0.375
H -3.599 -1.972 -1.081
O 0.117 -1.192 5.793
H 0.964 -1.540 6.028
H 0.218 -1.156 4.793
O -2.284 -2.606 3.650
H -1.379 -2.574 3.475
H -2.642 -1.939 3.094
O 3.108 -3.070 1.548
H 3.671 -2.348 1.197
H 2.871 -2.922 2.471
O 0.847 0.791 -5.016
H -0.049 0.827 -5.170
H 0.849 0.026 -4.420
O -2.669 2.602 -5.104
H -2.417 3.310 -5.657
H -2.004 2.695 -4.408
O 0.099 -3.885 3.224
H 0.825 -3.532 3.743
H 0.481 -4.083 2.330
O 5.091 0.026 3.160
H 5.332 0.924 3.022
H 4.187 -0.111 2.859
O 2.389 -2.553 4.132
H 2.790 -2.913 4.870
H 2.407 -1.613 4.230
O 2.555 0.053 4.797
H 1.901 0.714 4.515
H 2.245 -0.183 5.677
O 1.604 1.890 -2.576
H 1.695 0.956 -2.381
H 1.271 1.848 -3.476
O 2.662 -0.717 -2.128
H 2.328 -1.615 -2.120
H 3.227 -0.620 -1.395
O 1.041 -3.013 -4.249
H 0.340 -2.669 -3.737
H 0.706 -2.946 -5.123
O -4.459 1.801 -2.428
H -3.549 1.733 -2.696
H -4.486 1.813 -1.479
O 4.394 -1.145 0.072
H 5.248 -1.400 -0.251
H 4.497 -0.235 0.269
O -2.816 -2.921 -5.199
H -2.429 -3.730 -4.888
H -2.944 -2.309 -4.473
O 3.330 2.838 2.255
H 4.074 2.549 1.732
H 2.767 2.050 2.261
*
```

Mulliken population analysis, charges in e, atoms 1 to 4: -0.097 0.811 -0.997 0.436